{"formula": "C27H49CoF2NO2Si2", "method": "the ωB97M-V functional and the def2-TZVPD basis", "symbols": ["O", "O", "C", "C", "H", "H", "H", "H", "H", "C", "C", "H", "H", "H", "H", "H", "C", "C", "C", "H", "H", "H", "H", "H", "C", "H", "H", "H", "H", "H", "H", "Co", "C", "Si", "H", "H", "C", "C", "C", "C", "Si", "H", "H", "C", "C", "C", "H", "H", "H", "H", "H", "H", "H", "H", "H", "H", "H", "H", "H", "H", "H", "H", "H", "H", "F", "C", "C", "C", "C", "C", "F", "C", "C", "C", "C", "C", "C", "N", "H", "H", "H", "H", "H", "H"], "xyz": [[-0.71498, -1.31369, -1.57199], [0.61171, 0.96540, -3.86562], [0.08803, -2.52381, -2.08009], [-0.65288, -3.80554, -1.81888], [1.04604, -2.49052, -1.55053], [0.27068, -2.28754, -3.13097], [-0.82219, -3.92554, -0.74052], [-0.05107, -4.65039, -2.18468], [-1.60677, -3.84557, -2.35064], [-1.86392, -0.78283, -2.28514], [-1.75864, -1.05250, -3.75199], [-1.87238, 0.28185, -2.05012], [-2.76012, -1.23188, -1.86059], [-0.87339, -0.56141, -4.17104], [-2.64164, -0.65560, -4.25599], [-1.73621, -2.12540, -3.96033], [0.20866, 2.28463, -3.49784], [1.97404, 0.77654, -4.24491], [-0.96364, 2.72528, -4.35460], [1.05334, 2.99565, -3.60652], [-0.09145, 2.24646, -2.43208], [-0.67566, 2.79152, -5.41437], [-1.28178, 3.72126, -4.03664], [-1.82068, 2.04579, -4.26511], [2.11413, 0.74692, -5.75785], [2.27370, -0.18810, -3.80768], [2.61193, 1.57248, -3.81433], [1.39109, 0.06903, -6.22849], [3.12330, 0.41433, -6.01271], [1.97743, 1.75206, -6.17612], [-0.58149, -1.07424, -0.54669], [-0.27641, -0.34512, 1.48126], [1.14574, -0.15621, 0.03836], [2.88900, 0.40402, 0.47641], [1.28622, -1.13142, -0.45162], [0.73289, 0.51844, -0.73469], [4.06391, -0.63741, -0.59482], [3.35740, 0.12012, 2.27220], [3.06658, 2.20822, -0.01349], [-1.98517, -1.27685, 1.12551], [-3.38191, 0.00726, 1.09421], [-2.10149, -1.85812, 2.06080], [-2.11743, -2.03658, 0.33199], [-4.75411, -0.66203, -0.00691], [-2.90643, 1.70445, 0.44817], [-3.99621, 0.21284, 2.84619], [2.51215, 2.39987, -0.94677], [4.12734, 2.45235, -0.17524], [2.66847, 2.86505, 0.77283], [3.82876, -1.70586, -0.46627], [5.11254, -0.47975, -0.30125], [3.95348, -0.38334, -1.66106], [3.08325, -0.89757, 2.59123], [2.85754, 0.83455, 2.94121], [4.44437, 0.23599, 2.39981], [-3.38835, 1.89829, -0.51978], [-1.82891, 1.86478, 0.32216], [-3.26550, 2.46453, 1.15672], [-4.88196, 0.86335, 2.84621], [-3.22950, 0.65988, 3.49259], [-4.27833, -0.75947, 3.27159], [-5.70505, -0.21427, 0.31620], [-4.82699, -1.75412, 0.09238], [-4.59980, -0.42162, -1.06792], [-0.28288, 4.73389, 3.45767], [-0.05440, 3.38558, 3.63920], [-0.26455, 2.51706, 2.55676], [-0.08513, 1.15576, 2.75497], [0.34701, 0.66935, 4.00402], [0.58401, 1.60690, 5.02898], [1.11985, 1.18703, 6.22665], [0.37192, 2.96406, 4.88605], [0.61552, -0.76314, 4.06681], [1.15276, -1.49329, 5.11417], [1.47343, -2.83398, 4.95848], [1.23318, -3.45669, 3.72909], [0.68447, -2.71151, 2.68786], [0.37819, -1.40313, 2.87069], [-0.57706, 2.92138, 1.59679], [0.55273, 3.65603, 5.70740], [1.33993, -0.97186, 6.04889], [1.91113, -3.39430, 5.78431], [1.45937, -4.50378, 3.56082], [0.45923, -3.13420, 1.70721]], "forces_ev_per_angstrom": [[1.4, -1.3, -0.2], [0.3, 0.2, 0.1], [-0.5, 1.0, 0.2], [-0.1, -0.2, 0.0], [-0.4, 0.2, -0.1], [-0.1, -0.2, 0.3], [0.0, 0.0, -0.3], [-0.1, 0.2, 0.2], [0.0, 0.1, 0.2], [-0.4, -0.1, 0.3], [0.2, 0.0, -0.5], [0.1, 0.0, 0.0], [0.0, -0.1, 0.1], [-0.2, -0.2, 0.0], [0.0, 0.1, 0.1], [0.0, 0.1, 0.0], [0.1, -0.1, 0.1], [-0.2, 0.0, 0.1], [0.0, 0.2, -0.2], [-0.4, -0.3, 0.1], [0.2, 0.2, -0.3], [-0.1, -0.1, 0.3], [-0.1, -0.1, 0.0], [0.2, 0.1, 0.0], [0.2, 0.2, -0.1], [0.1, 0.3, -0.1], [-0.2, -0.4, -0.1], [0.1, 0.1, 0.2], [0.0, 0.0, -0.1], [0.0, -0.2, 0.0], [-0.2, 0.0, -0.5], [0.2, 1.3, -1.5], [0.2, 0.0, -0.4], [-0.9, -0.4, -0.4], [0.4, 0.3, 0.1], [0.4, -0.1, 0.0], [0.1, 0.1, 0.1], [0.2, 0.0, 0.1], [0.2, 0.1, 0.1], [-1.3, -0.3, -0.5], [0.9, -1.2, 0.1], [0.0, 0.2, -0.2], [-0.2, 0.2, 0.1], [-0.4, 0.1, 0.1], [0.0, 0.4, -0.2], [-0.3, 0.0, 0.1], [0.2, 0.0, 0.3], [-0.3, 0.1, 0.0], [0.1, -0.1, -0.2], [0.1, 0.2, -0.1], [-0.2, -0.1, -0.2], [0.0, -0.1, 0.3], [0.1, 0.2, -0.1], [0.1, -0.2, -0.2], [-0.2, 0.0, 0.0], [0.0, 0.0, 0.1], [-0.2, -0.2, 0.0], [0.1, -0.1, -0.2], [0.1, -0.1, 0.2], [-0.1, -0.1, -0.2], [0.0, 0.2, -0.1], [0.0, -0.2, -0.3], [0.0, 0.3, 0.0], [-0.1, 0.0, 0.2], [0.2, -0.9, 0.2], [-0.4, 0.5, -1.0], [0.2, 0.8, 1.2], [-0.5, 0.5, -0.1], [0.0, 1.4, 0.6], [0.4, -0.9, 0.0], [-0.4, 0.3, -0.5], [0.0, 0.0, 0.1], [0.0, -1.3, -1.4], [0.2, 0.1, 0.8], [-0.2, 0.0, -0.4], [0.0, 0.0, -0.3], [-0.1, 1.1, 1.4], [1.4, -2.1, 2.0], [0.1, 0.1, 0.3], [0.0, -0.2, -0.3], [0.0, -0.3, -0.2], [-0.1, 0.1, -0.2], [0.1, 0.1, 0.1], [0.1, 0.2, 0.3]], "mulliken_charge": [1.3973, 0.0488, -0.2013, -1.2694, 0.1858, 0.4186, 0.2354, 0.4573, 0.3038, 0.6579, -1.7265, 0.0195, 0.1666, 0.1647, 0.4393, 0.4550, -0.0517, -0.1463, -1.3435, 0.5293, -0.0977, 0.3121, 0.4351, 0.1956, -1.3702, 0.1443, 0.3475, 0.2668, 0.4295, 0.3166, -0.9110, -1.0939, 1.4352, 0.0010, -1.2430, -0.3683, -1.1166, -0.7262, -0.9188, -0.7553, 0.5878, 0.7695, 0.4131, -1.2402, -0.6022, -1.1965, 0.1413, 0.3681, 0.2573, 0.2974, 0.3743, 0.1860, 0.1451, 0.1545, 0.4688, 0.4551, -0.3549, 0.4016, 0.3312, 0.2620, 0.3021, 0.3522, 0.3157, 0.2891, -0.3656, 0.4133, 0.1587, 0.3318, -0.3362, 0.7921, -0.3579, -1.1910, -0.1063, -0.8517, -0.5257, -0.7740, -0.2156, 0.9030, 0.6532, 0.4704, 0.5540, 0.4096, 0.4384, 0.0977], "lumo_energy_ev": [0.3, 0.2], "homo_energy_ev": [-6.4, -7.7], "total_energy_ev": -93193.14945, "de_lowest_kcal_mol": 36.8, "multiplicity": 4, "molar_mass_g_mol": 572.80, "homo_lumo_gap_ev": [6.6, 7.9]}


{"formula": "C27H49F2NO2Si2Sm", "method": "the ωB97M-V functional and the def2-TZVPD basis", "symbols": ["O", "O", "C", "C", "H", "H", "H", "H", "H", "C", "C", "H", "H", "H", "H", "H", "C", "C", "C", "H", "H", "H", "H", "H", "C", "H", "H", "H", "H", "H", "H", "Sm", "C", "Si", "H", "H", "C", "C", "C", "C", "Si", "H", "H", "C", "C", "C", "H", "H", "H", "H", "H", "H", "H", "H", "H", "H", "H", "H", "H", "H", "H", "H", "H", "H", "F", "C", "C", "C", "C", "C", "F", "C", "C", "C", "C", "C", "C", "N", "H", "H", "H", "H", "H", "H"], "xyz": [[-1.03207, -1.40971, -1.25536], [0.80936, 0.81389, -4.00036], [-0.23677, -2.60762, -1.68388], [-0.98962, -3.91455, -1.60367], [0.61922, -2.60765, -1.00022], [0.14225, -2.38253, -2.68190], [-1.27984, -4.17480, -0.58393], [-0.32617, -4.71838, -1.94017], [-1.87952, -3.94001, -2.23361], [-2.07286, -0.91228, -2.20029], [-1.81582, -1.28342, -3.63251], [-2.05334, 0.17641, -2.08280], [-3.05104, -1.27009, -1.85335], [-0.87115, -0.84385, -3.95404], [-2.60400, -0.85920, -4.26108], [-1.81043, -2.36428, -3.76579], [0.34912, 2.14937, -3.76030], [2.08672, 0.75862, -4.65646], [-0.89031, 2.38614, -4.59760], [1.09181, 2.91646, -4.04753], [0.17186, 2.19923, -2.67446], [-0.60913, 2.33829, -5.66525], [-1.29796, 3.37356, -4.36537], [-1.63947, 1.60383, -4.39708], [1.92969, 1.02294, -6.14448], [2.52409, -0.22192, -4.42312], [2.75949, 1.54942, -4.27566], [1.06315, 0.48982, -6.53865], [2.83484, 0.71583, -6.67996], [1.76647, 2.10019, -6.29980], [3.09562, 1.37410, -1.72586], [-0.82474, -0.67400, 0.85841], [2.57349, 0.83589, -0.95355], [3.78441, 0.82205, 0.48465], [2.29128, -0.14494, -1.33455], [1.63077, 1.35638, -0.73283], [5.06112, -0.35396, -0.23453], [3.21240, 0.28016, 2.18264], [4.20063, 2.65925, 0.37809], [-2.75548, -1.81305, 1.37006], [-3.72870, -0.21940, 1.26767], [-2.65873, -2.25913, 2.38306], [-3.05183, -2.59958, 0.64671], [-5.26222, -0.49068, 0.22906], [-2.82258, 1.25276, 0.45040], [-4.13246, 0.31174, 3.01610], [3.67891, 3.10210, -0.48380], [5.26797, 2.83324, 0.23237], [3.86872, 3.21386, 1.25942], [4.81813, -1.39683, -0.00208], [6.07786, -0.15557, 0.10878], [5.04369, -0.24584, -1.32729], [2.88092, -0.76742, 2.19843], [2.37951, 0.90230, 2.54191], [4.04870, 0.37506, 2.89269], [-3.48057, 1.52632, -0.38623], [-1.79925, 1.23916, -0.00230], [-2.82788, 2.08451, 1.16730], [-5.03325, 0.94175, 2.98616], [-3.30201, 0.87252, 3.47383], [-4.33002, -0.58454, 3.62320], [-6.04835, 0.19884, 0.56906], [-5.60022, -1.52956, 0.35757], [-5.04906, -0.31285, -0.83614], [-0.81662, 4.55862, 3.58325], [-0.49483, 3.22326, 3.68360], [-0.50626, 2.44453, 2.52526], [-0.33474, 1.08498, 2.64171], [0.00516, 0.47659, 3.86436], [0.09262, 1.35324, 4.98016], [0.60286, 0.89940, 6.18299], [-0.20521, 2.70126, 4.93835], [0.30268, -0.97529, 3.92445], [0.59203, -1.65912, 5.10224], [0.95283, -3.00886, 5.06901], [1.01209, -3.66427, 3.83760], [0.68622, -2.96548, 2.68246], [0.32154, -1.65424, 2.73274], [-0.69367, 2.93064, 1.56045], [-0.17705, 3.31910, 5.83120], [0.54077, -1.12253, 6.03234], [1.19373, -3.52550, 5.98760], [1.30506, -4.70770, 3.75391], [0.72545, -3.42696, 1.68657]], "forces_ev_per_angstrom": [[0.1, -1.0, -2.0], [0.9, 0.3, 0.1], [-0.5, 0.9, 0.2], [0.0, -0.2, 0.1], [0.0, 0.0, 0.0], [0.0, -0.1, 0.2], [-0.1, 0.2, 0.0], [0.0, 0.1, -0.1], [0.1, 0.1, 0.0], [0.0, 0.0, 0.4], [0.2, 0.1, -0.1], [0.0, -0.2, 0.0], [0.3, -0.1, 0.1], [0.0, -0.1, -0.1], [0.0, -0.1, 0.1], [-0.1, 0.1, -0.2], [-0.1, -0.3, -0.2], [-0.2, 0.3, 0.0], [0.0, -0.1, 0.0], [0.0, -0.5, 0.3], [-0.1, 0.3, -0.3], [-0.3, 0.1, 0.5], [-0.2, -0.1, -0.2], [0.1, 0.4, -0.1], [0.1, 0.1, 0.0], [-0.2, 0.2, -0.2], [-0.2, -0.4, 0.3], [0.1, -0.1, -0.1], [-0.2, 0.1, 0.0], [0.1, -0.3, -0.1], [0.1, 0.2, -0.4], [1.3, 0.5, 1.3], [-1.3, -0.8, 0.8], [0.0, 0.3, -0.9], [0.1, -0.2, -0.2], [0.1, 0.2, -0.1], [0.3, 0.2, 0.1], [-0.1, 0.0, 0.1], [0.2, 0.1, 0.2], [0.3, -0.4, -0.1], [-1.1, -1.2, 0.9], [-0.3, 0.4, -0.5], [0.0, 0.5, 0.3], [0.0, 0.0, 0.0], [0.4, 0.4, -0.5], [0.0, 0.1, -0.1], [0.2, -0.2, 0.3], [0.0, 0.1, 0.1], [0.2, 0.0, 0.0], [0.0, 0.1, 0.0], [0.0, -0.1, 0.0], [0.1, 0.0, 0.2], [0.1, 0.2, 0.0], [0.3, -0.1, -0.1], [-0.2, 0.0, -0.2], [0.2, 0.0, 0.1], [-0.6, 0.4, 0.1], [0.1, -0.2, -0.2], [0.3, -0.1, 0.3], [-0.3, -0.1, -0.1], [0.0, 0.3, -0.1], [0.1, -0.2, -0.3], [0.0, 0.4, -0.1], [-0.2, -0.1, 0.3], [0.5, -1.2, 0.2], [-0.4, 0.9, -0.3], [-0.2, 0.9, 0.7], [0.0, -1.5, -1.2], [-0.2, 1.1, 0.8], [0.8, -0.9, 0.3], [-0.7, 0.4, -0.8], [0.0, 0.1, -0.4], [0.1, -0.4, -0.6], [0.2, -0.7, 0.1], [-0.3, 0.7, -0.6], [0.1, -0.2, -0.4], [-0.2, 1.1, 0.9], [0.5, -0.4, 0.5], [0.0, -0.1, 0.4], [0.1, -0.1, -0.2], [0.1, -0.1, 0.1], [0.0, 0.0, 0.0], [0.0, 0.2, 0.1], [-0.1, 0.1, 0.4]], "mulliken_charge": [0.3369, -0.0877, -0.4578, -1.3192, 0.5400, 0.3838, 0.2748, 0.4677, 0.2930, 0.3419, -1.5576, 0.1028, 0.1233, 0.2803, 0.4402, 0.3930, -0.1646, -0.2687, -1.1485, 0.5014, 0.0090, 0.3023, 0.4323, 0.1152, -1.3438, 0.3314, 0.2686, 0.2939, 0.4052, 0.3203, 0.2600, -0.1826, -0.9239, 0.3593, 0.4342, 0.1289, -1.0909, -0.4506, -1.1840, -0.9869, 0.3998, 0.5068, 0.3878, -1.1997, -0.8288, -1.0643, 0.3597, 0.3853, 0.3140, 0.2672, 0.3708, 0.3155, 0.0817, -0.0525, 0.4556, 0.6120, -0.0465, 0.4912, 0.3543, 0.2283, 0.3099, 0.3596, 0.3292, 0.3442, -0.3378, 0.2987, -0.8411, 0.6466, 0.4737, 0.8151, -0.3509, -1.1172, -0.2074, -0.8628, -0.6139, -0.8000, -0.3554, 0.5819, 0.5719, 0.5005, 0.6510, 0.4674, 0.4545, 0.3715], "lumo_energy_ev": [-2.8, -2.8], "homo_energy_ev": [-10.9, -10.9], "total_energy_ev": -73467.38729, "total_charge": 1, "multiplicity": 6, "molar_mass_g_mol": 664.22, "homo_lumo_gap_ev": [8.1, 8.1]}